Entry from the Open Molecules 2025 dataset: the ion C8H21N2Si with charge +1 at a distorted geometry (ωB97M-V with the def2-TZVPD basis set).

The geometry in ORCA input format:
```
! wB97M-V def2-TZVPD RIJCOSX def2/J DEFGRID3
* xyz 1 3
Si 1.00 -0.36 1.25
N -0.18 -1.33 0.67
N 2.10 0.08 0.04
C 1.95 -0.28 -1.39
C -1.97 0.35 0.34
C 0.23 -2.75 0.70
C -1.19 1.63 -0.01
C -1.36 -1.05 -1.70
C -1.40 -1.06 -0.13
C -1.78 2.73 0.85
C 3.18 1.09 0.34
H -2.15 -1.98 0.22
H 2.82 -0.36 -1.92
H 1.20 -0.44 2.67
H 2.82 2.05 0.23
H -0.31 -3.28 1.52
H 3.96 0.90 -0.32
H -0.17 1.47 0.20
H -0.68 -1.75 -1.98
H -2.85 2.95 0.60
H 3.46 0.91 1.33
H -2.37 -1.25 -1.85
H -2.17 0.28 1.39
H 1.51 -1.29 -1.56
H -1.10 -0.05 -1.82
H 1.29 -2.89 0.80
H -0.11 -3.12 -0.23
H 1.40 0.52 -1.89
H -1.22 3.72 0.88
H -1.27 1.95 -1.04
H -1.71 2.21 1.86
H -2.94 0.41 -0.05
*
```

E_tot: -19482.788 eV
HOMO level (alpha / beta): -9.584 / -13.023 eV